(1)
Formula: C25H69BF4N9O13
Source: OMol25
Level of theory: ωB97M-V/def2-TZVPD

Results
- E_HOMO: -5.9 eV
- Net charge: -1
- Kohn-Sham gap: 8.37 eV
- Molecular weight: 790.681 g mol⁻¹

Each line ends with the Mulliken charge.
Atoms and positions in Å:
1 B -0.959 -0.005 -0.970  0.879
2 F -1.167 -1.401 -1.203  0.586
3 F -0.141 0.585 -1.873  -0.661
4 F -2.274 0.541 -1.094  0.104
5 F -0.554 0.068 0.352  -0.291
6 C -4.628 0.713 -3.369  0.348
7 O -4.342 1.782 -3.133  -0.404
8 N -4.069 -0.322 -2.765  0.095
9 N -5.508 0.305 -4.200  -0.371
10 H -3.284 -0.154 -2.152  -0.179
11 H -4.420 -1.259 -2.907  0.234
12 H -6.135 0.877 -4.749  0.256
13 H -5.646 -0.695 -4.183  0.073
14 C -1.068 2.681 -4.539  0.707
15 O -1.610 3.175 -3.594  -0.543
16 N -0.741 3.324 -5.622  -0.439
17 N -0.511 1.490 -4.602  -0.260
18 H -1.091 4.260 -5.771  0.238
19 H -0.219 2.828 -6.330  0.100
20 H -0.441 0.795 -3.873  -0.034
21 H -0.131 1.243 -5.505  0.107
22 C 2.805 -1.730 -1.025  0.559
23 O 3.659 -2.575 -0.957  -0.746
24 N 1.485 -1.886 -1.209  0.121
25 N 3.152 -0.532 -0.931  -0.250
26 H 0.832 -1.118 -1.274  -0.528
27 H 1.105 -2.821 -1.178  0.065
28 H 2.581 0.154 -1.405  0.199
29 H 4.086 -0.374 -0.581  0.205
30 C 3.468 8.075 -4.086  -0.813
31 O 3.320 6.782 -3.635  -0.280
32 C 2.759 5.890 -4.549  -0.694
33 C 2.590 4.598 -3.705  -0.626
34 N 1.649 4.839 -2.636  -0.076
35 C 1.493 3.812 -1.563  0.017
36 C 0.699 4.286 -0.468  -0.704
37 O 1.366 5.422 0.206  -0.419
38 C 0.508 6.069 1.072  -0.768
39 H 2.577 8.506 -4.543  0.311
40 H 4.241 8.311 -4.818  0.313
41 H 3.849 8.611 -3.217  0.252
42 H 3.642 5.635 -5.135  0.359
43 H 1.938 6.298 -5.139  0.413
44 H 3.573 4.219 -3.424  0.287
45 H 2.148 3.791 -4.289  0.315
46 H 1.677 5.808 -2.355  0.281
47 H 2.409 3.442 -1.103  0.292
48 H 0.966 2.954 -1.982  -0.054
49 H 0.541 3.564 0.333  0.405
50 H -0.280 4.654 -0.776  0.364
51 H 1.133 6.916 1.353  0.287
52 H 0.098 5.334 1.764  0.251
53 H -0.260 6.557 0.470  0.330
54 C -0.192 -8.717 1.405  -0.740
55 O -0.263 -7.340 1.680  -0.266
56 C -1.547 -6.917 2.339  -0.810
57 C -1.555 -5.380 2.465  -0.715
58 N -1.361 -4.701 1.204  -0.267
59 C -1.117 -3.274 1.509  0.062
60 C -2.369 -2.500 2.054  -0.710
61 O -3.448 -2.838 1.190  -0.494
62 C -3.846 -1.943 0.154  -0.017
63 H -1.082 -9.093 0.900  0.297
64 H -0.280 -9.105 2.420  0.300
65 H 0.726 -9.052 0.923  0.230
66 H -1.692 -7.485 3.258  0.454
67 H -2.305 -7.379 1.706  0.364
68 H -0.923 -5.049 3.289  0.482
69 H -2.529 -5.136 2.889  0.354
70 H -2.244 -4.673 0.715  0.326
71 H -0.928 -2.685 0.611  -0.873
72 H -0.226 -3.266 2.137  0.698
73 H -2.197 -1.424 2.044  0.402
74 H -2.528 -2.792 3.092  0.445
75 H -4.708 -1.424 0.572  0.415
76 H -3.833 -2.442 -0.815  0.200
77 H -3.151 -1.113 0.024  -0.442
78 C 3.887 -4.118 8.209  -0.740
79 O 3.893 -2.968 7.381  -0.274
80 C 5.160 -2.619 6.740  -0.573
81 C 5.260 -1.224 6.170  -0.655
82 N 4.251 -1.237 5.098  -0.348
83 C 4.193 0.086 4.605  -0.626
84 C 2.881 0.369 3.764  -0.536
85 O 1.791 0.356 4.684  -0.371
86 C 0.570 0.617 4.013  -0.603
87 H 4.513 -4.040 9.098  0.277
88 H 4.085 -4.995 7.593  0.307
89 H 2.827 -4.087 8.462  0.236
90 H 5.593 -3.216 5.938  0.319
91 H 5.968 -2.578 7.470  0.400
92 H 6.265 -1.074 5.774  0.309
93 H 5.037 -0.562 7.006  0.432
94 H 3.369 -1.499 5.515  0.267
95 H 4.998 0.338 3.915  0.316
96 H 4.179 0.765 5.457  0.349
97 H 2.723 -0.574 3.241  0.273
98 H 2.850 1.292 3.186  0.479
99 H -0.194 0.443 4.771  0.304
100 H 0.353 0.008 3.135  0.150
101 H 0.615 1.655 3.685  0.313
102 C -5.259 3.568 -0.485  -0.737
103 C -3.935 3.082 0.145  -0.262
104 O -2.975 2.903 -0.900  -0.394
105 O -5.193 4.251 -1.707  -0.462
106 H -5.908 4.205 0.116  0.532
107 H -5.905 2.697 -0.600  0.161
108 H -4.179 2.187 0.718  0.178
109 H -3.606 3.931 0.745  0.279
110 H -2.630 2.010 -0.829  0.201
111 H -5.691 5.047 -1.507  0.329
112 C -1.860 -3.886 -3.424  -0.229
113 C -0.854 -3.157 -4.325  -0.526
114 O -0.670 -1.886 -3.763  -0.456
115 O -1.058 -4.431 -2.374  -0.569
116 H -2.351 -4.754 -3.864  0.407
117 H -2.704 -3.256 -3.143  -0.006
118 H -1.239 -3.034 -5.337  0.322
119 H 0.076 -3.697 -4.502  0.297
120 H -1.315 -1.768 -3.061  -0.077
121 H -1.084 -3.740 -1.709  0.094



(2)
Formula: C47H67ClIN3O13S2
Source: OMol25
Level of theory: ωB97M-V/def2-TZVPD

Results
- E_HOMO: -8.9 eV
- Kohn-Sham gap: 8.07 eV
- Molecular weight: 1108.552 g mol⁻¹

Each line ends with the Mulliken charge.
Atoms and positions in Å:
1 C 6.828 0.793 3.332  -1.127
2 C 6.725 0.722 1.804  -0.324
3 C 6.074 -0.514 1.240  0.748
4 O 5.684 -0.551 0.111  -0.661
5 O 6.000 -1.589 2.055  -0.328
6 C 4.758 -2.298 2.006  -0.669
7 C 4.201 -2.471 3.422  -1.488
8 C 2.677 -2.419 3.419  0.348
9 C 2.078 -1.162 3.260  0.982
10 S 3.133 0.255 3.058  -0.116
11 C 0.685 -1.046 3.260  0.178
12 C -0.087 -2.186 3.446  0.256
13 C 0.511 -3.431 3.603  -0.204
14 O -0.310 -4.532 3.804  -0.330
15 N -1.184 -4.845 2.697  0.245
16 O -0.661 -4.778 1.664  -0.240
17 C 1.894 -3.583 3.572  0.152
18 C 2.624 -4.909 3.704  -0.354
19 Cl 1.798 -6.314 2.982  -0.159
20 C 3.052 -5.202 5.149  -0.530
21 C 4.352 -6.034 5.113  -1.209
22 C -1.575 -1.981 3.444  -0.695
23 O -2.285 -2.534 4.238  -0.519
24 C -2.058 -1.014 2.413  0.593
25 C -3.234 -1.221 1.670  0.094
26 C -4.047 -2.485 1.937  -1.589
27 C -5.024 -2.415 3.129  -0.601
28 C -5.564 -1.041 3.430  0.177
29 O -6.201 -0.446 2.602  -0.482
30 N -5.323 -0.509 4.732  -0.217
31 C -4.337 0.546 4.753  -0.322
32 C -4.251 1.539 3.787  -0.173
33 C -3.258 2.517 3.831  -0.549
34 C -2.332 2.504 4.867  -0.575
35 C -2.429 1.536 5.859  -0.701
36 C -3.423 0.564 5.803  -0.038
37 C -3.604 -0.275 0.687  1.297
38 C -4.879 -0.534 -0.111  -1.833
39 C -5.878 0.646 -0.226  -1.140
40 C -6.218 0.966 -1.690  -1.540
41 I -6.537 3.045 -2.077  -0.068
42 C -2.779 0.843 0.453  0.766
43 C -3.078 1.827 -0.648  -0.918
44 N -3.106 1.098 -1.959  -0.464
45 C -1.629 1.056 1.232  0.403
46 S -0.547 2.456 0.982  -0.315
47 C -1.277 0.125 2.208  0.614
48 C -0.049 0.246 3.066  -0.794
49 O 0.314 1.262 3.586  -0.519
50 H 6.009 1.345 3.784  0.236
51 H 6.910 -0.190 3.780  0.247
52 H 7.727 1.355 3.580  0.421
53 H 7.744 0.709 1.414  0.366
54 H 6.223 1.578 1.370  0.334
55 H 4.956 -3.272 1.563  0.304
56 H 4.016 -1.783 1.407  0.571
57 H 4.548 -3.382 3.892  0.134
58 H 4.541 -1.657 4.060  0.488
59 H 2.332 1.052 2.339  0.180
60 H 3.538 -4.810 3.134  0.419
61 H 2.306 -5.797 5.666  0.495
62 H 3.268 -4.265 5.656  0.384
63 H 4.258 -6.732 4.280  0.289
64 H 4.475 -6.650 5.997  0.376
65 H 5.224 -5.421 4.895  0.315
66 H -3.336 -3.274 2.166  0.122
67 H -4.531 -2.807 1.025  0.783
68 H -5.899 -3.020 2.884  0.562
69 H -4.604 -2.833 4.035  0.428
70 H -6.184 -0.212 5.173  0.373
71 H -4.956 1.581 2.969  0.455
72 H -3.219 3.254 3.043  0.592
73 H -1.545 3.243 4.886  0.377
74 H -1.715 1.540 6.668  0.400
75 H -3.463 -0.171 6.593  0.434
76 H -4.565 -0.892 -1.093  0.924
77 H -5.437 -1.346 0.323  0.263
78 H -5.567 1.520 0.334  0.519
79 H -6.812 0.317 0.218  0.531
80 H -7.140 0.449 -1.941  0.593
81 H -5.470 0.631 -2.393  0.610
82 H -2.310 2.585 -0.723  0.833
83 H -4.021 2.344 -0.501  -0.116
84 H -2.572 0.244 -1.828  0.220
85 H -2.548 1.628 -2.618  0.278
86 H -1.245 3.460 1.535  0.187
87 C 6.870 1.857 -4.672  -0.622
88 O 7.138 0.649 -5.363  -0.365
89 C 8.505 0.273 -5.326  -0.471
90 C 8.769 -0.795 -4.286  -0.548
91 O 8.554 -0.315 -2.970  -0.386
92 C 7.298 -0.702 -2.424  -0.586
93 H 5.794 1.931 -4.528  0.270
94 H 7.356 1.882 -3.694  0.363
95 H 7.205 2.714 -5.267  0.168
96 H 9.142 1.145 -5.146  0.312
97 H 8.754 -0.130 -6.313  0.381
98 H 9.820 -1.094 -4.352  0.384
99 H 8.153 -1.679 -4.481  0.324
100 H 7.328 -1.753 -2.119  0.354
101 H 6.486 -0.553 -3.138  0.285
102 H 7.112 -0.090 -1.551  0.120
103 C 5.642 7.065 -9.624  -0.715
104 O 6.313 5.862 -9.955  -0.367
105 C 7.246 5.450 -8.969  -0.662
106 C 6.688 4.356 -8.086  -0.256
107 O 5.604 4.819 -7.296  -0.358
108 C 4.336 4.452 -7.815  -0.749
109 H 4.784 7.160 -10.288  0.245
110 H 5.288 7.061 -8.591  0.309
111 H 6.303 7.925 -9.777  0.320
112 H 7.571 6.302 -8.364  0.359
113 H 8.121 5.059 -9.499  0.377
114 H 7.471 4.032 -7.393  0.248
115 H 6.389 3.490 -8.685  0.354
116 H 4.134 3.395 -7.611  0.303
117 H 4.272 4.634 -8.890  0.338
118 H 3.586 5.057 -7.308  0.250
119 C -10.782 1.006 -1.399  -0.878
120 O -9.951 0.330 -0.469  -0.138
121 C -10.635 -0.094 0.699  -0.536
122 C -10.983 -1.565 0.645  -0.528
123 O -11.927 -1.850 -0.376  -0.382
124 C -11.339 -2.384 -1.549  -0.641
125 H -10.245 1.055 -2.345  0.228
126 H -11.728 0.485 -1.559  0.390
127 H -10.983 2.027 -1.057  0.295
128 H -11.535 0.507 0.859  0.369
129 H -9.961 0.075 1.545  0.350
130 H -11.443 -1.851 1.596  0.377
131 H -10.078 -2.167 0.514  0.315
132 H -11.072 -3.435 -1.396  0.325
133 H -10.451 -1.823 -1.848  0.234
134 H -12.079 -2.323 -2.346  0.250



(3)
Formula: C8H17NS
Source: OMol25
Level of theory: ωB97M-V/def2-TZVPD

Results
- E_HOMO (alpha / beta): -7.7 / -7.9 eV
- Kohn-Sham gap (alpha / beta): 7.08 / 8.60 eV
- Molecular weight: 159.298 g mol⁻¹

Each line ends with the Mulliken charge.
Atoms and positions in Å:
1 C -1.183 2.444 -0.461  -0.975
2 C -1.112 1.263 0.038  -0.585
3 C -0.937 -1.116 -0.203  -1.469
4 C -3.259 -0.086 -0.319  -1.826
5 C -1.884 -0.276 1.899  -1.212
6 C 3.641 1.054 -0.667  -0.833
7 C 3.120 -1.186 -0.237  -0.997
8 C -1.844 -0.007 0.337  2.108
9 N 2.926 0.156 0.228  0.052
10 S 1.945 0.625 1.502  -0.119
11 H -0.324 3.010 -0.228  0.281
12 H -2.072 2.582 -1.049  0.303
13 H -1.191 -2.031 0.098  0.558
14 H 0.007 -1.048 0.205  0.248
15 H -0.709 -0.943 -1.314  0.332
16 H -3.062 -0.238 -1.304  0.505
17 H -3.881 -1.032 -0.043  0.308
18 H -3.802 0.746 -0.022  0.493
19 H -2.221 -1.367 1.923  0.347
20 H -2.583 0.433 2.312  0.406
21 H -0.892 0.039 2.384  0.181
22 H 3.724 0.713 -1.786  0.282
23 H 3.032 1.914 -0.610  0.287
24 H 4.656 1.156 -0.337  0.301
25 H 4.258 -1.498 -0.217  0.318
26 H 2.781 -1.811 0.560  0.346
27 H 2.750 -1.471 -1.170  0.360